Entry 1:
20
Properties=species:S:1:pos:R:3:forces:R:3:lowdin_charge:R:1 method="wB97M-V/def2-TZVPD" homo_lumo_gap_ev=10.234 e_homo_ev=-9.2
C 1.698311 -0.854756 0.811160 -0.1 0.4 0.1 -0.3169
C 0.480120 -0.785498 1.713025 -0.2 0.0 0.1 -0.2850
C -0.453240 -1.971319 1.521306 0.0 -0.2 0.1 -0.1137
N 2.481146 0.383379 0.928155 0.0 -0.1 0.0 -0.0183
H 1.348579 -0.933291 -0.219394 0.1 -0.1 -0.1 0.1063
H 2.276797 -1.749112 1.056260 0.0 -0.2 -0.1 0.1075
H -0.041673 0.154024 1.524695 -0.1 0.0 -0.1 0.0848
H 0.779375 -0.727916 2.762610 0.2 -0.1 0.0 0.1056
H 0.098757 -2.913769 1.564217 0.0 0.0 0.0 0.0712
H -0.959675 -1.943859 0.557732 0.0 0.1 -0.1 0.0704
H -1.214111 -2.026292 2.300164 0.0 0.1 0.0 0.0691
H 3.347244 0.313076 0.407352 0.0 0.0 -0.1 0.0602
H 2.749796 0.513067 1.897943 0.0 0.1 0.0 0.0624
N -1.054213 1.651861 -0.808553 -0.2 0.0 0.0 0.0684
C -1.217585 1.138553 -2.067878 0.1 0.0 0.3 -0.4076
N -2.339590 0.691819 -2.462110 0.1 0.1 -0.3 0.0462
H -1.884404 1.599303 -0.237271 0.1 -0.1 0.1 0.0889
H -0.167352 1.552430 -0.341227 0.0 0.1 -0.1 0.0627
H -0.315079 1.203696 -2.679097 0.0 -0.1 0.0 0.1124
H -2.273333 0.447260 -3.447319 -0.1 -0.1 0.1 0.0257

---

Entry 2:
20
Properties=species:S:1:pos:R:3:forces:R:3:lowdin_charge:R:1 method="wB97M-V/def2-TZVPD" homo_lumo_gap_ev=9.806 e_homo_ev=-8.7
C -0.138610 0.374841 0.553258 0.0 0.3 -0.4 -0.2447
N 0.473237 -0.891511 0.210589 0.4 0.1 -0.4 -0.0584
C 0.534494 -1.847986 1.266067 -0.4 -1.0 0.6 -0.3574
N 1.901788 -2.249708 1.649345 -0.5 0.1 -0.3 -0.0048
C 0.075427 1.474412 -0.474701 -0.4 -0.2 -0.3 -0.2430
N -0.709652 1.246919 -1.691297 -0.1 0.0 -0.2 -0.1346
C -2.067843 1.781958 -1.579128 0.7 0.0 0.6 -0.1340
H -1.217530 0.263112 0.653663 -0.4 0.0 0.4 0.1034
H 0.265253 0.751447 1.490154 0.1 -0.2 0.2 0.1170
H 0.047640 -1.290493 -0.616516 0.1 0.2 0.0 0.1106
H -0.027586 -2.766390 1.034944 0.3 0.1 -0.4 0.1112
H -0.005411 -1.511913 2.149553 -0.1 0.7 0.2 0.0995
H 2.507144 -1.435751 1.617052 -0.1 0.0 0.1 0.0546
H 1.813464 -2.569432 2.607177 0.5 0.0 0.1 0.0525
H 1.117100 1.513492 -0.784922 0.2 0.1 0.3 0.1149
H -0.243418 2.412191 0.013423 0.3 0.1 -0.1 0.1076
H -0.229887 1.684038 -2.466033 -0.1 0.0 -0.1 0.0927
H -2.036906 2.836555 -1.265524 -0.2 0.0 -0.1 0.0746
H -2.555915 1.212666 -0.790741 -0.4 0.1 -0.1 0.0658
H -2.631909 1.692855 -2.498578 0.0 -0.1 -0.2 0.0723

---

Entry 3:
20
Properties=species:S:1:pos:R:3:forces:R:3:lowdin_charge:R:1 method="wB97M-V/def2-TZVPD" homo_lumo_gap_ev=10.099 e_homo_ev=-9.1
N -0.771081 -1.475381 -0.587911 0.8 0.8 0.0 0.0567
C -0.377854 -0.131064 -0.098307 -0.7 1.8 -0.9 -0.4345
C 0.693826 -0.181074 0.929648 1.5 -0.2 2.2 -0.2112
C 2.074681 -0.590334 0.366259 -1.5 1.6 -0.7 -0.2637
N 2.864075 0.606977 -0.014400 0.4 -0.9 0.3 -0.0173
C -1.678502 0.601360 0.279530 -0.1 -1.3 1.7 -0.2713
N -2.584604 0.725514 -0.867730 0.9 0.2 0.7 -0.0002
H -0.355797 -1.630514 -1.499917 0.0 -0.2 0.1 0.0693
H -1.761930 -1.418066 -0.758412 -0.2 -0.2 -0.3 0.0439
H 0.031877 0.610368 -0.843227 -0.1 -1.2 -0.3 0.1437
H 0.889679 0.744786 1.503610 -0.5 0.3 -0.7 0.1181
H 0.508942 -0.845789 1.783066 -0.6 -0.4 -0.5 0.1116
H 1.823727 -1.178311 -0.527228 0.6 -0.5 0.4 0.0993
H 2.586745 -1.096593 1.161077 0.5 -0.7 -0.1 0.0948
H 3.489840 0.318679 -0.753479 0.1 0.4 -0.1 0.0532
H 2.330550 1.408276 -0.313255 -0.3 -0.2 -0.2 0.0491
H -1.548473 1.510062 0.875730 0.5 0.3 -0.6 0.1119
H -2.126846 -0.022170 1.068574 -0.3 -0.3 -0.3 0.1150
H -2.609442 1.713255 -1.079703 -0.7 -0.2 -0.4 0.0668
H -3.479412 0.330020 -0.623924 -0.3 0.6 -0.2 0.0649

---

Entry 4:
20
Properties=species:S:1:pos:R:3:forces:R:3:lowdin_charge:R:1 method="wB97M-V/def2-TZVPD" homo_lumo_gap_ev="8.605 / 8.608" total_charge=+2 e_homo_ev="-17.8 / -17.8"
C -1.837876 -0.230960 0.037639 3.4 -0.6 -2.3 -0.1722
C 0.439782 1.706391 -0.512228 -2.7 0.8 -1.5 -0.0964
C 1.239779 -0.601454 0.594292 0.0 -0.1 2.0 -0.1731
C 0.535811 0.253640 -0.411587 -1.4 -2.8 -3.5 -0.1038
N -2.563178 -0.909322 -0.841655 1.6 -1.9 0.2 0.1619
N -2.305496 0.582346 0.884764 -3.8 0.0 0.1 0.1989
N 2.670346 -1.032514 0.244700 0.6 0.3 2.8 0.1803
H -0.408995 1.968117 -1.350603 1.5 -0.7 2.3 0.1756
H 0.225267 2.175295 0.453183 0.3 0.3 -0.4 0.0916
H 1.206155 2.183205 -1.113620 1.0 0.0 0.4 0.1027
H 0.829175 -1.593606 0.766447 -1.0 0.4 -0.2 0.1265
H 1.282620 -0.076066 1.586334 0.2 -0.6 -0.8 0.1592
H 0.701566 -0.248131 -1.493021 -0.9 1.1 2.3 0.1743
H -2.199635 -1.843130 -1.145519 -0.2 1.5 0.1 0.1555
H -3.563521 -0.930814 -0.842177 -0.8 0.4 0.3 0.1266
H -1.887405 1.259992 1.428141 1.9 1.3 1.1 0.1030
H -3.331361 0.672949 0.967694 0.4 -0.2 0.0 0.1718
H 3.266813 -0.217691 0.529982 0.0 -1.0 -0.7 0.1874
H 2.781985 -1.248759 -0.752807 0.3 -0.3 0.3 0.1713
H 2.918167 -1.869492 0.970039 -0.4 2.2 -2.6 0.2589

---

Entry 5:
21
Properties=species:S:1:pos:R:3:forces:R:3:lowdin_spin:R:1 method="wB97M-V/def2-TZVPD" homo_lumo_gap_ev="7.300 / 4.652" spin_multiplicity=2 total_charge=-1 e_homo_ev="-3.5 / -3.2"
C -0.563103 -0.947163 -0.878062 2.2 -2.0 1.8 0.0172
N 0.889685 -0.612613 -0.653808 -0.3 1.9 -0.7 0.0950
C 0.967691 0.711018 0.005868 -1.5 -1.1 -1.7 0.0271
N 2.227995 0.987376 0.580689 -0.7 0.6 1.3 0.0049
C -1.572539 0.142141 -0.801245 -0.8 0.7 -0.7 0.0128
C -1.885409 0.923008 -1.848326 0.9 -0.9 -0.2 0.0001
O 2.793445 -1.542710 1.038823 0.0 -0.2 0.2 0.0043
N -2.112263 0.166939 1.781062 0.5 0.2 1.6 0.7562
H -0.752474 -1.578932 0.030926 -0.4 -0.1 -0.6 0.0085
H -0.613337 -1.613822 -1.752123 -0.3 0.4 0.1 0.0062
H 1.533413 -1.115705 -0.003100 -0.5 -1.7 -0.2 0.0027
H 0.108531 0.608228 0.709623 0.5 0.7 1.0 0.0104
H 0.533037 1.345968 -0.785463 0.9 0.9 0.7 0.0039
H 2.507625 0.162195 1.167743 0.3 0.5 -0.9 -0.0002
H 2.926597 1.237646 -0.093713 0.2 -0.3 -0.2 0.0014
H -2.025487 0.168589 0.273479 0.3 0.4 -2.7 0.0047
H -2.611973 1.729360 -1.784712 0.1 -0.1 -0.1 -0.0001
H -1.313925 0.754601 -2.806172 -0.8 0.4 0.9 0.0001
H 3.242144 -2.382522 1.157909 -0.1 0.0 0.1 0.0000
H -2.502800 -0.251022 2.617290 -0.3 0.0 0.5 0.0268
H -1.776849 1.107428 2.043309 -0.2 -0.3 0.0 0.0182

---

Entry 6:
21
Properties=species:S:1:pos:R:3:forces:R:3:lowdin_charge:R:1 method="wB97M-V/def2-TZVPD" homo_lumo_gap_ev=8.683 e_homo_ev=-8.3
C -1.388088 -0.470377 -0.771161 1.8 -1.3 -3.1 -0.3914
C -0.142733 0.002548 -0.055879 0.0 0.7 1.6 -0.5904
C 0.776410 0.630759 -1.006626 -0.2 1.2 -3.7 -0.3206
C 0.428632 -1.100293 0.825912 -2.2 -1.5 -2.9 -0.2793
H -3.030842 -1.750715 -0.356164 1.7 5.0 2.7 0.2377
H -2.703827 0.260855 0.585086 0.1 -3.5 -1.3 0.1398
H -1.649306 0.289890 -1.524111 0.0 -0.1 -0.2 0.1060
H -1.296043 -1.489375 -1.352603 0.8 2.0 0.8 0.1499
H -0.273415 2.103113 0.295710 -1.5 -4.8 3.1 0.2630
H 1.020208 -0.018525 -1.967317 -0.3 0.7 2.2 0.1620
H 0.133522 1.477798 -1.542122 0.9 -1.1 1.0 0.1281
H 1.923676 1.779456 0.353303 -0.3 -0.6 -0.8 0.0730
H 2.397853 1.775444 -1.314358 -0.7 -1.7 2.8 0.1325
H 0.746261 -1.800776 0.000139 1.1 0.2 1.2 0.1433
H -0.454318 -1.636727 1.130126 -0.4 -0.1 0.8 0.0980
H 2.144317 -0.491198 1.532687 0.8 0.4 0.1 0.0520
H 0.949075 -0.216418 2.646703 -0.3 -0.3 -0.8 0.0917
N -2.328988 -0.719745 0.175722 -5.7 -2.3 1.4 -0.0768
N 2.009628 1.155011 -0.470334 1.7 2.1 -2.2 -0.0241
N 1.267713 -0.802842 1.877425 1.6 -0.3 1.3 0.0328
O -0.529736 1.022118 0.937861 1.1 5.0 -3.9 -0.1273

---

These records have electronic energy values of -324.4613, -324.4360, -324.4356, -323.7254, -399.5266, -399.5244 a.u., in the order they appear.
These records have energy above the lowest of the compared OMol25 structures with the same formula, charge and spin values of 35.8, 102.1, 103.3, 439.9, 369.9, 585.2 kJ/mol, in the order they appear.